Density functional theory data (ωB97M-V with the def2-TZVPD basis set) for an isolated molecule of C12H24BrNO3S.

Properties
- E (eV) = -101343.8500
- HOMO level (eV) = -9.339
- net charge = 0
- strongest force on any atom (eV/Å) = 0.82

Each line ends with the Löwdin charge.
Positions of all 42 atoms, in Å:
C: -4.02 -0.75 0.20  -0.1396
C: -2.87 0.21 -0.01  -0.7542
Br: -3.44 1.73 -1.10  0.6776
C: -2.28 0.75 1.31  -0.1522
C: -1.23 -0.21 1.82  -0.4553
O: -1.46 -1.35 2.08  0.1517
O: 0.03 0.32 1.92  0.0178
C: 0.95 0.11 0.81  -0.4910
N: 0.23 0.52 -0.38  0.1543
C: 2.16 0.97 1.18  -0.1182
C: 1.90 2.48 1.09  -0.2445
C: 2.24 3.07 -0.29  -0.5699
S: 1.07 4.33 -0.91  0.7019
C: 1.35 -1.37 0.73  -0.1105
C: 1.99 -1.86 -0.58  -0.1747
C: 1.08 -2.05 -1.80  -0.1911
C: -0.18 -2.86 -1.55  -0.2616
O: -1.10 -2.80 -2.63  -0.0670
H: -4.46 -1.05 -0.76  0.0725
H: -4.80 -0.30 0.81  0.0809
H: -3.65 -1.65 0.70  0.0814
H: -2.08 -0.26 -0.59  0.0556
H: -1.86 1.74 1.18  0.0859
H: -3.07 0.80 2.06  0.1331
H: -0.13 1.47 -0.27  0.0726
H: 0.84 0.53 -1.19  0.0852
H: 2.98 0.68 0.52  0.1227
H: 2.45 0.70 2.20  0.1271
H: 0.86 2.68 1.34  0.0832
H: 2.48 2.99 1.85  0.1143
H: 3.21 3.56 -0.26  0.0641
H: 2.30 2.28 -1.04  0.0488
H: 0.10 4.10 -0.02  -0.1621
H: 2.07 -1.54 1.54  0.1280
H: 0.49 -1.98 0.97  0.0968
H: 2.83 -1.22 -0.86  0.1083
H: 2.43 -2.83 -0.35  0.1163
H: 0.77 -1.09 -2.23  0.0892
H: 1.67 -2.55 -2.58  0.1175
H: 0.06 -3.92 -1.44  0.1268
H: -0.67 -2.54 -0.62  0.1002
H: -1.25 -1.87 -2.83  0.0781

Density functional theory data (ωB97M-V with the def2-TZVPD basis set) for C12H24CdO20S2 as an isolated structure in a non-equilibrium geometry.

Properties
- E (eV) = -80013.0522
- HOMO level (alpha / beta) (eV) = -2.904 / -2.878
- spin multiplicity = 2
- net charge = -1
- strongest force on any atom (eV/Å) = 5.94

Each line ends with the Löwdin charge.
Positions of all 59 atoms, in Å:
Cd: -5.16 3.28 -10.99  1.3314
S: -8.23 2.46 -10.09  0.1038
O: -8.71 1.14 -10.40  -0.3998
O: -9.04 3.45 -10.78  -0.3784
O: -8.48 2.44 -8.69  -0.3947
O: -6.84 2.75 -10.43  -0.5150
S: -6.82 5.88 -12.14  0.1585
O: -6.32 6.92 -13.02  -0.2936
O: -7.71 5.05 -12.91  -0.1128
O: -5.77 5.09 -11.56  -0.4121
O: -7.79 6.27 -11.19  -0.1580
C: -2.05 -1.12 -10.19  -0.0406
O: -3.05 -0.33 -10.80  0.0052
C: -4.00 0.36 -10.21  -0.5084
O: -4.62 1.25 -10.76  0.0454
O: -4.07 0.13 -8.85  -0.0327
C: -5.20 0.38 -8.10  -0.0443
H: -1.42 -0.49 -9.57  0.0970
H: -1.34 -1.65 -10.82  0.0919
H: -2.58 -1.87 -9.61  0.0985
H: -5.10 -0.18 -7.17  0.0959
H: -6.19 0.21 -8.51  0.1153
H: -5.09 1.44 -7.85  0.0901
C: -0.41 5.64 -13.03  0.0069
O: -1.67 5.23 -12.34  -0.0038
C: -2.12 3.93 -12.33  -0.4484
O: -3.07 3.54 -11.58  -0.0028
O: -1.50 3.12 -13.21  -0.0141
C: -1.89 1.75 -13.41  -0.0168
H: 0.41 4.94 -12.85  0.0890
H: -0.18 6.68 -12.80  0.0938
H: -0.71 5.55 -14.08  0.0899
H: -2.94 1.72 -13.69  0.0959
H: -1.67 0.94 -12.72  0.0873
H: -1.35 1.47 -14.32  0.0930
C: -5.61 4.26 -15.33  -0.0676
O: -6.25 3.06 -15.11  0.0003
C: -6.13 2.31 -13.96  -0.5026
O: -5.54 2.60 -12.98  0.0494
O: -6.87 1.17 -14.13  0.0207
C: -6.70 0.05 -13.26  -0.0304
H: -6.10 4.83 -16.11  0.1017
H: -4.56 4.21 -15.63  0.0890
H: -5.73 4.84 -14.41  0.0618
H: -7.45 0.07 -12.47  0.0847
H: -5.79 -0.15 -12.70  0.0787
H: -6.93 -0.80 -13.91  0.0877
C: -6.71 5.32 -8.15  0.0052
O: -5.41 5.27 -7.53  0.0293
C: -4.45 4.52 -8.08  -0.4624
O: -4.53 3.87 -9.14  -0.0198
O: -3.37 4.38 -7.26  -0.0172
C: -2.27 3.56 -7.52  -0.0564
H: -6.75 5.45 -9.23  0.0640
H: -7.24 6.23 -7.88  0.0995
H: -7.23 4.43 -7.78  0.0949
H: -2.48 2.49 -7.54  0.0911
H: -1.55 3.81 -6.74  0.0937
H: -1.84 3.90 -8.46  0.0921

Density functional theory data (ωB97M-V with the def2-TZVPD basis set) for C12H24Cl12F6MgN3O12S6 as an isolated structure in a non-equilibrium geometry.

Properties
- E (eV) = -278903.7318
- HOMO level (eV) = -7.671
- net charge = -1
- strongest force on any atom (eV/Å) = 11.92

Each line ends with the Löwdin charge.
Positions of all 76 atoms, in Å:
Mg: 20.15 -15.03 1.26  0.6416
N: 18.55 -15.77 0.80  -0.3375
S: 17.45 -16.43 1.70  0.4651
O: 17.72 -17.80 2.01  -0.2391
O: 16.09 -15.95 1.66  -0.2365
F: 17.96 -15.81 3.09  -0.2462
S: 17.69 -16.08 -0.69  0.6603
O: 17.38 -14.85 -1.45  -0.2599
O: 16.86 -17.27 -0.79  -0.2329
F: 18.97 -16.54 -1.53  -0.2082
N: 21.47 -15.40 2.51  -0.3166
S: 23.07 -14.73 2.48  0.6542
O: 24.11 -15.40 1.68  -0.2532
O: 23.51 -13.95 3.65  -0.2634
F: 22.50 -13.57 1.44  -0.2208
S: 21.93 -16.43 3.54  0.4199
O: 21.87 -16.03 4.96  -0.2690
O: 22.68 -17.54 3.04  -0.2538
F: 20.50 -17.17 3.50  -0.2015
N: 19.54 -13.20 -2.52  -0.2298
S: 20.93 -14.05 -1.88  0.6413
O: 21.72 -14.89 -2.73  -0.2426
O: 20.70 -14.51 -0.51  -0.3987
F: 21.83 -12.74 -1.56  -0.2158
S: 20.15 -13.00 -3.91  0.4744
O: 19.96 -14.13 -4.83  -0.2981
O: 21.30 -12.10 -4.04  -0.3100
F: 18.94 -11.99 -4.29  -0.2200
Cl: 27.93 -15.39 6.20  0.5227
C: 27.38 -14.97 4.53  -0.6313
C: 26.71 -16.14 3.88  -0.6711
Cl: 25.20 -16.62 4.64  0.6624
H: 28.22 -14.64 3.91  0.0810
H: 26.63 -14.19 4.63  0.0359
H: 27.40 -16.96 4.04  0.0624
H: 26.50 -15.99 2.82  0.0709
Cl: 18.70 -15.96 8.37  0.5552
C: 18.26 -15.40 6.76  -0.6552
C: 19.16 -14.17 6.35  -0.5860
Cl: 18.43 -13.45 4.82  0.5312
H: 17.25 -15.02 6.83  0.0569
H: 18.34 -16.19 6.00  0.0683
H: 20.20 -14.43 6.12  0.0346
H: 19.23 -13.43 7.14  0.0573
Cl: 23.96 -17.69 -2.35  0.5955
C: 24.09 -18.04 -0.65  -0.6885
C: 22.81 -18.72 -0.13  -0.5593
Cl: 21.42 -17.56 -0.15  0.6659
H: 24.37 -17.09 -0.20  0.0445
H: 24.99 -18.63 -0.45  0.0750
H: 23.06 -18.94 0.91  0.0599
H: 22.48 -19.61 -0.66  0.0754
Cl: 22.39 -9.70 -0.97  0.6091
C: 23.69 -9.26 0.13  -0.6776
C: 23.74 -10.18 1.37  -0.6764
Cl: 22.22 -10.15 2.22  0.5878
H: 23.54 -8.26 0.54  0.0621
H: 24.68 -9.30 -0.31  0.0753
H: 24.47 -9.98 2.15  0.0703
H: 23.90 -11.19 0.97  0.0575
Cl: 21.30 -11.10 5.56  0.5820
C: 23.05 -11.27 5.44  -0.6902
C: 23.56 -12.24 6.52  -0.6604
Cl: 25.35 -12.23 6.64  0.5555
H: 23.45 -10.28 5.66  0.0669
H: 23.35 -11.67 4.48  0.0248
H: 23.34 -13.31 6.40  0.0394
H: 23.12 -12.07 7.50  0.0601
Cl: 24.87 -14.92 9.52  0.5111
C: 23.18 -15.19 8.94  -0.6263
C: 23.03 -16.40 8.02  -0.6243
Cl: 23.48 -17.97 8.85  0.4991
H: 22.94 -14.32 8.33  0.0347
H: 22.49 -15.16 9.78  0.0721
H: 23.60 -16.27 7.10  0.0314
H: 22.00 -16.49 7.69  0.0490

Density functional theory data (ωB97M-V with the def2-TZVPD basis set) for C12H24Cl2LiO11 as an isolated structure in a non-equilibrium geometry.

Properties
- E (eV) = -60583.6491
- HOMO level (eV) = -5.353
- net charge = -1
- strongest force on any atom (eV/Å) = 13.32

Each line ends with the Löwdin charge.
Positions of all 50 atoms, in Å:
Li: -0.10 -0.33 -0.36  0.3982
Cl: -1.45 -1.69 -1.82  0.6854
O: -1.78 -0.98 -0.61  -0.3765
O: -1.56 -3.06 -1.55  -0.3079
O: -2.12 -1.39 -3.01  -0.2760
O: -0.07 -1.45 -2.11  -0.3125
Cl: 2.58 1.25 -0.10  0.7609
O: 3.15 0.45 0.94  -0.3622
O: 2.08 2.53 0.31  -0.3442
O: 3.61 1.36 -1.12  -0.3088
O: 1.53 0.44 -0.66  -0.3528
C: 1.86 -3.32 0.44  -0.1313
C: 0.36 -3.58 0.38  -0.1457
C: -0.15 -2.34 1.07  -0.2166
O: 0.63 -1.30 0.56  -0.2804
C: 1.92 -1.82 0.11  -0.1325
H: 2.38 -3.74 -0.43  0.1086
H: 2.33 -3.61 1.38  0.1064
H: 0.04 -4.51 0.84  0.1172
H: -0.08 -3.53 -0.62  0.0744
H: -0.02 -2.35 2.16  0.1333
H: -1.24 -2.29 1.03  0.1066
H: 2.76 -1.23 0.48  0.1016
H: 1.82 -1.74 -0.97  0.1143
C: -1.44 3.12 -1.51  -0.1451
C: -1.45 2.44 -2.82  -0.1683
C: -0.53 1.29 -2.64  -0.1740
O: -0.44 1.07 -1.22  -0.2814
C: -0.41 2.38 -0.61  -0.1183
H: -2.41 2.98 -1.02  0.1041
H: -1.28 4.20 -1.50  0.1056
H: -1.09 3.08 -3.62  0.1138
H: -2.46 2.07 -3.03  0.1165
H: 0.48 1.38 -3.05  0.1378
H: -0.91 0.40 -3.13  0.0876
H: 0.59 2.80 -0.68  0.1007
H: -0.65 2.28 0.44  0.1160
C: -1.41 0.98 2.61  -0.1199
C: 0.08 0.78 3.02  -0.1049
C: 0.75 0.80 1.65  -0.2720
O: -0.20 0.33 0.82  -0.3740
C: -1.55 0.13 1.36  -0.1356
H: -1.57 2.05 2.45  0.1063
H: -2.06 0.74 3.46  0.0998
H: 0.35 -0.18 3.48  0.1040
H: 0.49 1.53 3.70  0.1071
H: 1.67 0.23 1.79  0.1082
H: 0.93 1.86 1.47  0.1003
H: -1.64 -0.94 1.55  0.0921
H: -2.37 0.43 0.70  0.1340

Density functional theory data (ωB97M-V with the def2-TZVPD basis set) for C12H24Cl2N2O3PRu as an isolated structure in a non-equilibrium geometry.

Properties
- E (eV) = -58839.0450
- HOMO level (alpha / beta) (eV) = -19.961 / -18.935
- spin multiplicity = 5
- net charge = +3
- strongest force on any atom (eV/Å) = 6.68

Each line ends with the Löwdin charge.
Positions of all 45 atoms, in Å:
C: -0.36 -3.03 -3.52  0.0085
C: -0.81 -1.84 -2.74  -0.4196
H: -1.24 -3.36 -4.10  0.1339
H: -0.04 -3.87 -2.86  0.1207
H: 0.46 -2.79 -4.22  0.1274
O: -1.93 -1.35 -2.76  0.2072
Cl: 2.09 -2.83 -0.23  0.3219
Ru: 0.70 -1.47 -1.52  0.6958
P: 0.39 1.15 -1.78  0.8265
C: -1.23 1.87 -1.33  -0.1711
C: 1.51 2.59 -1.49  -0.2138
H: 1.25 0.32 -3.83  0.0448
H: 0.54 1.96 -4.04  0.0910
H: -0.53 0.51 -3.89  0.0542
C: 0.41 0.98 -3.58  -0.2225
H: 2.55 2.31 -1.73  0.0306
H: 1.23 3.46 -2.10  0.0946
H: -1.46 2.72 -1.98  0.0986
H: -1.21 2.19 -0.28  0.0528
H: 1.48 2.89 -0.43  0.0614
H: -2.00 1.09 -1.46  0.0546
C: -0.56 -1.27 -0.24  -0.3286
O: -1.45 -1.18 0.51  0.1686
Cl: 2.72 -0.23 -1.34  0.2011
C: 3.50 0.09 2.38  0.0275
N: 2.28 0.22 3.14  0.0318
C: 2.43 -0.06 4.55  -0.0994
C: 1.16 0.13 5.35  -0.1077
C: -0.10 0.01 4.51  -0.1112
N: 0.04 0.84 3.35  0.0175
C: -1.19 1.30 2.76  0.0241
C: 1.12 0.62 2.50  -0.4057
O: 1.04 0.76 1.28  -0.0040
H: 4.02 -0.82 2.69  0.1284
H: 4.18 0.94 2.58  0.1436
H: 3.28 0.04 1.31  0.0380
H: 2.78 -1.10 4.65  0.1623
H: 3.23 0.58 4.96  0.1683
H: 1.18 1.12 5.82  0.1420
H: 1.13 -0.63 6.13  0.1468
H: -0.99 0.35 5.05  0.1508
H: -0.24 -1.05 4.22  0.1668
H: -1.71 0.52 2.19  0.1075
H: -1.84 1.62 3.58  0.1266
H: -1.00 2.16 2.10  0.1075

- Which value of E does entry 1 give?
  -101343.8500 eV

- What is the net charge in the third record?
  -1

- Which of these has the highest net charge?
  C12H24Cl2N2O3PRu

What did the fourth record say?
Density functional theory data (ωB97M-V with the def2-TZVPD basis set) for C12H24Cl2LiO11 as an isolated structure in a non-equilibrium geometry.

Properties
- E (eV) = -60583.6491
- HOMO level (eV) = -5.353
- net charge = -1
- strongest force on any atom (eV/Å) = 13.32

Each line ends with the Löwdin charge.
Positions of all 50 atoms, in Å:
Li: -0.10 -0.33 -0.36  0.3982
Cl: -1.45 -1.69 -1.82  0.6854
O: -1.78 -0.98 -0.61  -0.3765
O: -1.56 -3.06 -1.55  -0.3079
O: -2.12 -1.39 -3.01  -0.2760
O: -0.07 -1.45 -2.11  -0.3125
Cl: 2.58 1.25 -0.10  0.7609
O: 3.15 0.45 0.94  -0.3622
O: 2.08 2.53 0.31  -0.3442
O: 3.61 1.36 -1.12  -0.3088
O: 1.53 0.44 -0.66  -0.3528
C: 1.86 -3.32 0.44  -0.1313
C: 0.36 -3.58 0.38  -0.1457
C: -0.15 -2.34 1.07  -0.2166
O: 0.63 -1.30 0.56  -0.2804
C: 1.92 -1.82 0.11  -0.1325
H: 2.38 -3.74 -0.43  0.1086
H: 2.33 -3.61 1.38  0.1064
H: 0.04 -4.51 0.84  0.1172
H: -0.08 -3.53 -0.62  0.0744
H: -0.02 -2.35 2.16  0.1333
H: -1.24 -2.29 1.03  0.1066
H: 2.76 -1.23 0.48  0.1016
H: 1.82 -1.74 -0.97  0.1143
C: -1.44 3.12 -1.51  -0.1451
C: -1.45 2.44 -2.82  -0.1683
C: -0.53 1.29 -2.64  -0.1740
O: -0.44 1.07 -1.22  -0.2814
C: -0.41 2.38 -0.61  -0.1183
H: -2.41 2.98 -1.02  0.1041
H: -1.28 4.20 -1.50  0.1056
H: -1.09 3.08 -3.62  0.1138
H: -2.46 2.07 -3.03  0.1165
H: 0.48 1.38 -3.05  0.1378
H: -0.91 0.40 -3.13  0.0876
H: 0.59 2.80 -0.68  0.1007
H: -0.65 2.28 0.44  0.1160
C: -1.41 0.98 2.61  -0.1199
C: 0.08 0.78 3.02  -0.1049
C: 0.75 0.80 1.65  -0.2720
O: -0.20 0.33 0.82  -0.3740
C: -1.55 0.13 1.36  -0.1356
H: -1.57 2.05 2.45  0.1063
H: -2.06 0.74 3.46  0.0998
H: 0.35 -0.18 3.48  0.1040
H: 0.49 1.53 3.70  0.1071
H: 1.67 0.23 1.79  0.1082
H: 0.93 1.86 1.47  0.1003
H: -1.64 -0.94 1.55  0.0921
H: -2.37 0.43 0.70  0.1340